1.
Entry from the Open Molecules 2025 dataset: C19H27F6N5O6SbSc as an isolated structure (ωB97M-V with the def2-TZVPD basis set).

XYZ file:
```
65
Properties=species:S:1:pos:R:3
Sc -0.119 1.054 0.106
O 3.470 1.257 2.852
C 2.283 1.298 2.365
O 2.021 1.155 1.179
C 1.234 1.600 3.421
C 0.412 2.807 2.886
C -0.424 3.392 4.013
C -1.472 2.276 4.232
C -1.108 1.273 3.141
O -0.581 2.129 2.077
C 0.148 0.469 3.481
C 0.421 -0.618 2.433
O 1.255 -1.474 2.631
O -0.268 -0.505 1.324
H 1.698 1.798 4.384
H 0.955 3.516 2.267
H -0.890 4.315 3.673
H 0.176 3.613 4.893
H -2.483 2.649 4.091
H -1.414 1.819 5.218
H -1.928 0.681 2.747
H 0.127 0.003 4.464
F 0.689 2.941 -0.499
Sb -0.830 4.076 -1.121
F 0.357 5.298 -1.837
F -0.755 2.982 -2.652
F -2.443 4.852 -1.579
F -1.704 2.524 -0.317
F -0.781 4.834 0.586
N 2.919 -3.520 -0.042
C 3.236 -3.099 -1.293
O 3.775 -3.801 -2.120
C 2.837 -1.688 -1.643
C 3.439 -1.060 -2.728
C 3.072 0.235 -3.048
C 2.098 0.863 -2.284
N 1.498 0.249 -1.262
C 1.864 -1.001 -0.947
H 3.234 -4.440 0.218
H 2.654 -2.888 0.697
H 4.186 -1.602 -3.293
H 3.527 0.763 -3.873
H 1.779 1.876 -2.492
H 1.341 -1.449 -0.110
C -1.768 -3.410 -0.382
N -2.149 -2.016 -0.551
C -2.984 -1.471 0.503
C -1.661 -1.248 -1.549
N -1.371 0.027 -1.339
N -1.480 -1.837 -2.756
C -0.658 -1.207 -3.773
C -2.360 -2.894 -3.243
H -1.359 -3.538 0.623
H -1.001 -3.683 -1.101
H -2.623 -4.080 -0.498
H -3.902 -2.061 0.566
H -3.247 -0.443 0.269
H -2.476 -1.510 1.467
H -1.381 0.556 -2.208
H -1.234 -0.517 -4.398
H -0.240 -1.982 -4.415
H 0.170 -0.671 -3.316
H -3.178 -3.052 -2.547
H -1.819 -3.831 -3.384
H -2.780 -2.587 -4.203
```

Output
Multiplicity: 2
E_HOMO (spin up / spin down): -0.451 / -0.451 Eh
Total energy: -83423.15293 eV
Energy relative to the best compared isomer or geometry (same formula, charge and spin): 7.6 kJ/mol
Charge: +1
Largest force on an atom: 0.24 eV/Å

***

2.
Entry from the Open Molecules 2025 dataset: C9H52Br3FINO28S as an isolated structure at a distorted geometry (ωB97M-V with the def2-TZVPD basis set).

XYZ file:
```
96
Properties=species:S:1:pos:R:3
C 3.216 -0.971 1.898
C 2.293 -0.954 0.698
O 0.963 -0.933 1.212
C -0.146 -1.136 0.415
I 0.163 -1.042 -1.723
C -0.697 -2.554 0.656
Br 0.695 -3.861 0.679
O -1.377 -2.689 1.914
S -2.809 -2.039 1.945
O -3.754 -2.943 1.373
O -3.069 -1.584 3.274
C -2.650 -0.578 0.763
O -2.947 -1.067 -0.469
O -3.481 0.418 1.247
N -4.889 -0.037 1.451
O -5.374 0.523 2.323
C -1.188 -0.038 0.893
F -1.041 0.041 2.258
C -1.037 1.349 0.276
Br -2.226 1.825 -1.135
C -0.170 2.272 0.725
C 0.820 2.101 1.840
Br -0.131 4.010 0.012
H 2.894 -0.279 2.664
H 4.237 -0.804 1.584
H 3.190 -1.965 2.329
H 2.497 -1.841 0.117
H 2.488 -0.062 0.110
H -1.377 -2.856 -0.130
H -3.728 -0.628 -0.830
H 1.258 3.058 2.071
H 0.343 1.775 2.747
H 1.635 1.449 1.577
O 3.975 -4.211 0.894
H 4.615 -4.857 1.222
H 3.256 -4.747 0.553
O -3.369 -0.223 5.809
H -4.325 -0.134 5.813
H -3.172 -0.502 4.903
O -0.882 1.922 4.669
H -1.684 2.409 4.892
H -1.208 1.184 4.140
O -2.424 4.961 2.045
H -3.344 4.770 1.840
H -2.415 5.252 2.966
O 1.080 4.069 -3.179
H 1.407 4.967 -3.297
H 0.174 4.097 -3.500
O -4.719 -1.416 -2.482
H -5.361 -1.529 -3.188
H -4.587 -2.304 -2.125
O -0.416 -1.106 5.085
H -1.276 -0.691 5.211
H -0.627 -2.020 4.872
O 0.166 -2.108 -4.750
H -0.477 -2.234 -5.453
H 0.185 -2.966 -4.313
O 5.347 -6.779 1.640
H 4.936 -7.577 1.294
H 5.765 -7.054 2.462
O -1.322 -4.460 -4.999
H -2.219 -4.160 -5.187
H -0.987 -4.760 -5.860
O 2.716 -1.025 6.452
H 2.786 -0.166 6.024
H 1.787 -1.254 6.346
O 1.768 -2.359 -7.058
H 1.416 -2.158 -6.170
H 2.048 -3.277 -6.983
O -4.535 1.894 -3.344
H -5.171 1.748 -4.048
H -4.315 1.013 -3.017
O 1.871 5.162 2.603
H 2.209 6.053 2.472
H 0.982 5.187 2.221
O 3.158 1.633 4.401
H 3.646 2.420 4.139
H 2.337 1.975 4.771
O -2.447 -4.736 -2.154
H -2.156 -4.570 -3.058
H -2.250 -5.668 -2.023
O 3.320 4.866 -4.925
H 2.917 4.137 -5.414
H 3.731 4.433 -4.172
O -0.384 -4.313 -7.863
H 0.119 -3.555 -8.195
H -1.293 -4.151 -8.136
O -0.752 4.877 4.577
H 0.074 5.201 4.948
H -0.638 3.917 4.531
O 3.757 2.962 -7.001
H 3.771 3.504 -7.796
H 3.560 2.070 -7.308
O 2.102 6.433 -0.346
H 1.259 6.821 -0.599
H 2.222 5.701 -0.958
```

Output
E_HOMO: -0.324 Eh
Total energy: -300773.40766 eV
Charge: 0
Largest force on an atom: 1.10 eV/Å

***

Question: What is the formula in the first record?
Answer: C19H27F6N5O6SbSc